Entry 1:
This record from the Open Molecules 2025 dataset describes a structure of composition C23H17AlN6O2. The level of theory is ωB97M-V/def2-TZVPD.

Output
Kohn-Sham gap: 6.931 eV
total charge: +2
HOMO level: -13.80 eV

```
49
Properties=species:S:1:pos:R:3:lowdin_charge:R:1
Al 0.451 -0.182 0.832 0.457
O 1.120 -0.771 4.576 0.185
C 1.192 -0.449 3.429 -0.391
N 0.218 0.097 2.618 0.092
C -0.851 0.885 2.999 -0.396
O -1.275 1.092 4.092 0.193
C -1.387 1.565 1.749 -0.118
C -2.390 2.512 1.858 0.064
C -2.831 3.169 0.716 0.033
C -2.252 2.843 -0.504 0.009
C -1.247 1.893 -0.542 -0.052
N -0.811 1.264 0.560 0.074
C 2.458 -0.594 2.597 -0.129
C 3.672 -0.878 3.199 0.059
C 4.827 -0.880 2.425 0.026
C 4.720 -0.639 1.060 0.007
C 3.469 -0.402 0.514 -0.043
N 2.358 -0.361 1.266 0.068
H -2.799 2.715 2.837 0.144
H -3.606 3.918 0.777 0.137
H -2.568 3.326 -1.416 0.131
H -0.763 1.628 -1.472 0.130
H 3.695 -1.072 4.262 0.142
H 5.792 -1.056 2.877 0.135
H 5.594 -0.637 0.427 0.130
H 3.343 -0.228 -0.548 0.136
C -0.751 -3.029 -1.907 -0.047
C -0.633 -1.871 -1.213 -0.101
N -0.072 -1.762 0.039 -0.011
C 0.221 -2.972 0.759 -0.210
C 0.152 -4.250 -0.042 -0.156
C -0.282 -4.237 -1.335 0.036
C 0.509 -5.388 0.731 0.026
C 0.404 -5.335 2.092 0.011
C -0.385 -4.309 2.684 -0.147
C -1.058 -4.458 3.909 0.066
C -1.941 -3.473 4.298 -0.032
N -2.262 -2.464 3.478 0.144
C -1.642 -2.359 2.351 -0.102
N -0.645 -3.172 1.963 0.097
H -1.182 -3.027 -2.894 0.118
H -0.928 -0.924 -1.645 0.109
H 1.232 -2.893 1.207 0.160
H -0.276 -5.144 -1.919 0.138
H 0.782 -6.306 0.234 0.139
H 0.687 -6.170 2.711 0.129
H -0.880 -5.336 4.510 0.135
H -2.439 -3.476 5.257 0.136
H -1.937 -1.565 1.674 0.137
```

---

Entry 2:
This record from the Open Molecules 2025 dataset describes a structure of composition C23H17BrCl5IrNO7PTe. The level of theory is ωB97M-V/def2-TZVPD.

Output
2S+1: 2
energy above the lowest of the compared OMol25 structures with the same formula, charge and spin: 0.9 kcal/mol
Kohn-Sham gap (spin up / spin down): 7.800 / 6.395 eV
total charge: -1
HOMO level (spin up / spin down): -5.59 / -5.61 eV

```
57
Properties=species:S:1:pos:R:3:lowdin_charge:R:1
Ir 0.242 -1.149 -2.026 1.280
O 0.137 -3.583 1.236 0.048
C 0.367 -2.868 0.287 -0.597
O -0.512 -2.093 -0.314 -0.318
C 1.754 -2.888 -0.353 -0.156
C 2.859 -3.601 0.074 0.025
C 4.009 -3.550 -0.711 -0.035
C 4.036 -2.829 -1.901 0.023
C 2.896 -2.139 -2.271 -0.145
N 1.836 -2.189 -1.478 -0.040
C 2.658 -1.344 -3.560 -0.565
O 3.567 -1.263 -4.363 0.063
O 1.455 -0.875 -3.703 -0.166
H 2.804 -4.173 0.989 0.123
H 4.891 -4.092 -0.396 0.106
H 4.908 -2.792 -2.538 0.121
Cl -1.760 1.679 -0.876 0.720
C -2.261 0.808 -2.288 -0.667
C -1.519 -0.299 -2.707 -0.336
C -2.107 -1.026 -3.740 -0.677
Cl -1.303 -2.527 -4.152 0.681
C -3.274 -0.675 -4.401 -0.714
Cl -3.898 -1.642 -5.685 0.659
C -3.938 0.480 -4.000 -0.715
Cl -5.380 0.976 -4.807 0.649
C -3.436 1.212 -2.926 -0.701
Cl -4.295 2.613 -2.392 0.654
C -2.727 -0.779 6.009 -0.076
C -2.389 0.119 4.842 -0.329
O -1.129 -0.294 4.303 -0.280
P -0.839 -0.158 2.728 0.151
O 0.548 -0.539 2.437 -0.299
Te -2.573 -1.419 1.585 0.805
O -1.212 1.365 2.417 -0.322
C -0.174 2.370 2.487 -0.264
C -0.795 3.704 2.154 -0.069
H -3.686 -0.489 6.442 0.075
H -1.960 -0.710 6.780 0.077
H -2.791 -1.815 5.676 0.079
H -2.307 1.165 5.146 0.117
H -3.167 0.059 4.074 0.065
H 0.607 2.105 1.775 0.089
H 0.255 2.369 3.492 0.122
H -1.239 3.683 1.159 0.052
H -0.024 4.476 2.169 0.078
H -1.570 3.967 2.876 0.075
Br 3.500 4.333 -0.010 0.670
C 2.577 2.760 -0.564 -0.703
C 1.880 2.763 -1.763 -0.134
C 1.200 1.621 -2.148 -0.130
C 1.180 0.473 -1.345 -0.298
C 1.906 0.500 -0.160 -0.098
C 2.607 1.637 0.236 -0.153
H 1.871 3.646 -2.389 0.097
H 0.669 1.620 -3.092 0.103
H 1.896 -0.344 0.515 0.080
H 3.150 1.642 1.172 0.103
```

---

Entry 3:
This record from the Open Molecules 2025 dataset describes a structure of composition C23H17BrClN5O9SSc at a distorted geometry. The level of theory is ωB97M-V/def2-TZVPD.

Output
energy above the lowest of the compared OMol25 structures with the same formula, charge and spin: 27.5 kcal/mol
Kohn-Sham gap: 8.450 eV
total charge: -1
HOMO level: -6.14 eV

```
58
Properties=species:S:1:pos:R:3:lowdin_charge:R:1
Sc 1.314 -0.181 -0.453 0.988
O 0.176 -4.528 -0.102 0.146
C 0.645 -3.288 -0.006 -0.466
O 0.567 -2.487 -0.923 0.058
C 1.465 -3.010 1.207 -0.162
C 1.890 -3.942 2.145 0.025
C 2.663 -3.490 3.206 -0.039
C 2.967 -2.143 3.304 0.025
C 2.487 -1.281 2.319 -0.128
N 1.766 -1.722 1.304 0.109
C 2.672 0.258 2.297 -0.592
O 3.270 0.781 3.224 0.049
O 2.121 0.804 1.298 -0.085
H -0.364 -4.604 -0.906 0.145
H 1.624 -4.981 2.050 0.116
H 3.017 -4.188 3.952 0.105
H 3.551 -1.737 4.116 0.118
C -3.757 2.892 -1.024 -0.044
C -2.859 2.118 -1.939 -0.244
C -2.962 2.184 -3.325 -0.030
C -2.118 1.415 -4.105 -0.109
C -1.201 0.599 -3.451 -0.723
Br -0.130 -0.557 -4.491 0.823
N -1.063 0.538 -2.143 0.041
C -1.874 1.289 -1.409 -0.084
H -4.477 3.483 -1.586 0.072
H -3.164 3.554 -0.395 0.085
H -4.297 2.214 -0.365 0.080
H -3.701 2.821 -3.790 0.110
H -2.161 1.429 -5.182 0.092
H -1.742 1.217 -0.339 0.103
C 4.526 -0.032 -2.823 -0.100
S 3.271 -1.118 -2.101 0.437
O 3.539 -2.458 -2.548 -0.292
O 3.369 -0.930 -0.643 -0.347
O 1.955 -0.584 -2.492 -0.482
H 5.491 -0.414 -2.521 0.063
H 4.355 0.955 -2.414 0.057
H 4.420 -0.041 -3.899 0.066
Cl -5.428 1.947 3.990 0.644
C -4.187 1.016 3.212 -0.678
C -4.489 -0.248 2.733 -0.108
C -3.495 -0.983 2.110 -0.013
C -2.229 -0.445 1.935 -0.119
C -1.940 0.827 2.420 -0.010
C -2.917 1.556 3.072 -0.097
C -1.166 -1.178 1.148 -0.519
O -1.115 -2.413 1.192 0.065
O -0.418 -0.406 0.482 -0.119
H -5.483 -0.653 2.851 0.100
H -3.700 -1.971 1.731 0.118
H -0.947 1.232 2.274 0.130
H -2.690 2.534 3.470 0.105
N 1.244 1.791 -1.203 0.079
C 1.910 2.723 -1.477 -0.299
N 2.476 3.711 -1.974 0.092
C 3.299 4.624 -1.606 -0.426
N 4.021 5.503 -1.406 0.070
```

---

Entry 4:
This record from the Open Molecules 2025 dataset describes a structure of composition C23H17BrCsN12O4Te at a distorted geometry. The level of theory is ωB97M-V/def2-TZVPD.

Output
Kohn-Sham gap: 7.444 eV
total charge: -1
HOMO level: -5.33 eV

```
59
Properties=species:S:1:pos:R:3:lowdin_charge:R:1
Cs -1.190 -0.811 0.407 1.466
O -0.082 4.273 4.634 0.062
C 0.006 3.581 3.464 -0.313
C 1.181 2.980 3.039 -0.007
C 1.160 2.288 1.849 -0.152
N 0.085 2.228 1.057 -0.016
C -1.007 2.796 1.491 -0.770
Br -2.516 2.624 0.346 0.727
C -1.128 3.492 2.680 -0.050
H 0.727 4.133 5.138 0.104
H 2.080 3.016 3.645 0.116
H 2.041 1.769 1.489 0.097
H -2.063 3.924 3.003 0.115
N 1.341 -2.037 2.857 0.118
C 0.120 -1.349 2.922 -0.632
N -1.068 -1.938 3.041 -0.063
N -1.938 -0.924 3.044 -0.223
N -1.297 0.203 2.925 -0.218
N 0.018 -0.031 2.853 -0.046
C 2.077 -1.987 1.682 -0.491
N 3.125 -2.787 1.461 0.021
N 3.577 -2.440 0.260 -0.081
N 2.856 -1.469 -0.199 -0.283
N 1.864 -1.152 0.674 -0.101
H 1.309 -2.954 3.273 0.123
C 3.357 -0.362 -3.005 -0.314
Te 1.463 -0.588 -2.065 1.795
C 0.813 0.771 -3.605 -0.305
C 1.943 0.954 -4.584 -0.254
C 1.773 1.657 -5.777 -0.041
C 2.828 1.824 -6.659 -0.096
C 4.075 1.285 -6.356 -0.098
C 4.249 0.580 -5.177 -0.045
C 3.189 0.411 -4.286 -0.260
H 3.789 -1.349 -3.169 0.075
H 3.971 0.158 -2.268 0.062
H 0.569 1.714 -3.116 0.059
H -0.088 0.402 -4.086 0.061
H 0.798 2.070 -6.012 0.114
H 2.679 2.367 -7.584 0.096
H 4.905 1.412 -7.041 0.095
H 5.216 0.150 -4.939 0.112
O 1.411 2.119 -1.083 -0.081
N 2.121 1.206 -1.013 -0.171
O -2.970 -1.545 -1.135 -0.263
C -2.353 -1.936 -2.116 -0.542
N -1.126 -1.503 -2.490 -0.057
C -0.692 -2.242 -3.558 -0.488
O 0.402 -2.146 -4.108 -0.031
C -1.750 -3.245 -3.940 -0.091
C -1.785 -4.242 -4.889 -0.008
C -2.918 -5.057 -4.922 -0.083
C -3.972 -4.851 -4.038 -0.081
C -3.922 -3.828 -3.088 -0.005
C -2.790 -3.045 -3.057 -0.085
H -0.959 -4.389 -5.574 0.116
H -2.975 -5.865 -5.642 0.097
H -4.839 -5.499 -4.081 0.097
H -4.739 -3.657 -2.398 0.117
```